--- P ---
Entry from the Open Molecules 2025 dataset: a 2-piece molecular cluster, C2H4O2 overall (wB97M-V/def2-TZVPD).

```
! wB97M-V def2-TZVPD RIJCOSX def2/J DEFGRID3
* xyz 0 1
O 0.18476 2.02594 -0.61610
O 0.70440 0.99769 1.38802
C -0.26324 -0.79729 -0.29168
C 0.28069 1.29634 0.28393
H 0.05483 -1.77598 0.08948
H 0.19410 -0.31358 0.79309
H 0.18827 -0.67656 -1.27080
H -1.34381 -0.75655 -0.37594
*
```

## Properties
**SMILES**: O=C=O.C
**LUMO level**: 0.6 eV

=====

--- Q ---
Entry from the Open Molecules 2025 dataset: one molecule with the formula C2H4O2 (wB97M-V/def2-TZVPD).

```
! wB97M-V def2-TZVPD RIJCOSX def2/J DEFGRID3
* xyz 0 1
O -1.48251 0.32423 -0.22429
O 1.02248 1.51828 -0.10652
C -0.34794 -0.47460 -0.10010
C 0.94802 0.31333 -0.10249
H -1.28836 0.87742 0.54506
H -0.34794 -1.23676 -0.88087
H -0.35090 -0.99330 0.88703
H 1.84715 -0.32861 -0.01782
*
```

## Properties
**SMILES**: O=CCO
**LUMO level**: 0.8 eV

=====

--- R ---
Entry from the Open Molecules 2025 dataset: a 2-piece molecular cluster, C2H4O2 overall (wB97M-V/def2-TZVPD).

```
! wB97M-V def2-TZVPD RIJCOSX def2/J DEFGRID3
* xyz 0 1
O -0.15403 -1.05156 -0.09899
O 1.08160 1.74329 0.10550
C -1.01674 -0.91288 -0.98943
C 1.04900 1.02242 1.09707
H -0.68338 -1.46933 -1.99688
H -1.90989 -0.30853 -1.21984
H 0.20447 1.09134 1.96216
H 1.42897 -0.11476 1.14042
*
```

## Properties
**SMILES**: C=O.C=O
**LUMO level**: 0.2 eV

=====

According to the calculations, the structures order from most to least stable as Q, P, R.